# C3H6N2O

C3H6N2O in the gas phase in a non-equilibrium geometry (ωB97M-V with the def2-TZVPD basis set, the Open Molecules 2025 dataset).

Geometry as XYZ:
```
12
C3H6N2O ωB97M-V with the def2-TZVPD basis set
C 0.862 -1.373 -0.009
C 0.191 -0.044 -0.113
C 0.761 1.216 0.004
O -2.135 1.044 0.427
N -1.348 -0.032 -0.191
N -0.698 0.358 -1.256
H -2.713 0.552 1.027
H 1.675 -1.434 -0.736
H 1.275 -1.532 0.988
H 0.159 -2.177 -0.220
H 1.822 1.352 -0.160
H 0.149 2.070 0.239
```

## Properties
Lowest unoccupied orbital energy in Ha: 0.0070
Charge: 0
Spin multiplicity: 1
HOMO level in eV: -8.66
M in g mol⁻¹: 86.09
Frontier orbital gap in Eh: 0.325



# C5H11CrO3

A molecular structure, C5H11CrO3 in a non-equilibrium geometry (ωB97M-V with the def2-TZVPD basis set, the Open Molecules 2025 dataset).

Geometry as XYZ:
```
20
C5H11CrO3 ωB97M-V with the def2-TZVPD basis set
C -0.242 1.495 0.045
O -0.757 0.254 0.594
C -0.602 -0.898 -0.189
C 0.842 -1.174 -0.587
O 1.697 -1.058 0.544
C 1.790 -2.207 1.371
H -0.529 2.349 0.680
H -0.147 1.437 -1.058
H -1.197 -0.831 -1.119
H -0.993 -1.717 0.429
H 1.215 -0.449 -1.321
H 0.912 -2.168 -1.054
H 0.881 -2.300 1.982
H 1.909 -3.109 0.755
H 2.668 -2.083 2.016
Cr 1.674 0.915 1.237
O -2.930 3.102 -0.072
C -2.198 2.820 -1.034
H -1.485 3.571 -1.441
H -2.508 2.051 -1.776
```

## Properties
Lowest unoccupied orbital energy (alpha / beta) in Ha: -0.0031 / -0.0074
Charge: 0
Spin multiplicity: 6
<S²>: 8.805
HOMO level (alpha / beta) in eV: -5.82 / -6.73
M in g mol⁻¹: 171.14
Frontier orbital gap (alpha / beta) in Eh: 0.211 / 0.240



# H29O14

A molecular structure, H29O14 in a non-equilibrium geometry (ωB97M-V with the def2-TZVPD basis set, the Open Molecules 2025 dataset).

Geometry as XYZ:
```
43
H29O14 ωB97M-V with the def2-TZVPD basis set
O 2.127 -1.847 2.375
H 3.121 -0.516 4.680
O -0.335 1.602 -3.328
H 0.539 2.107 -3.109
H -2.822 -0.442 -2.969
O -1.573 -1.412 -0.343
H 2.144 1.205 2.500
H -1.876 -0.664 0.195
O 2.148 1.644 -1.363
H 2.485 1.030 -2.131
H 2.895 1.814 -0.827
O -3.137 -2.366 1.620
H -3.481 -1.981 2.393
H -3.199 -3.159 2.115
O 0.275 -3.828 -2.454
H -3.078 -1.902 -2.517
H 1.393 -0.273 2.488
O 0.461 0.127 -0.860
H -0.342 -0.845 -0.668
H -0.069 1.009 -1.103
O -0.802 3.285 3.157
H -0.417 3.958 2.732
H -0.346 -4.317 -2.920
O 3.737 -0.578 -0.286
H 3.908 -1.600 -0.437
H 1.930 -1.774 3.274
O 2.697 -0.008 4.108
H -3.127 1.570 -2.976
H -1.534 -2.239 0.080
O 1.338 0.598 2.185
H 0.004 -2.850 -2.212
H -0.964 2.599 0.253
O -1.345 1.773 -0.086
H 3.644 -0.463 0.561
H -2.227 2.232 -0.369
O -2.771 2.176 -3.569
H -0.545 2.159 -4.109
H -2.258 1.425 -3.887
O -2.285 -1.224 -2.664
H 1.974 0.523 4.470
H -1.162 3.574 3.990
H 1.921 -2.718 2.045
H 0.956 0.596 -0.034
```

## Properties
Lowest unoccupied orbital energy in Ha: -0.0998
Charge: +1
Spin multiplicity: 1
HOMO level in eV: -13.62
M in g mol⁻¹: 253.22
Frontier orbital gap in Eh: 0.401



# C3H7NS3

C3H7NS3 in the gas phase in a non-equilibrium geometry (ωB97M-V with the def2-TZVPD basis set, the Open Molecules 2025 dataset).

Geometry as XYZ:
```
14
C3H7NS3 ωB97M-V with the def2-TZVPD basis set
S 1.673 0.194 -1.875
C 1.473 -0.490 -0.422
N 0.706 0.000 0.575
S 0.565 -0.873 2.047
C -0.044 1.231 0.462
C -1.217 1.128 -0.492
S -2.449 -0.183 -0.268
H 1.978 -1.432 -0.102
H -0.550 -1.543 1.778
H 0.591 2.008 0.073
H -0.310 1.499 1.487
H -0.908 1.095 -1.562
H -1.668 2.085 -0.372
H -1.981 -1.141 -1.089
```

## Properties
Lowest unoccupied orbital energy in Ha: 0.0171
Charge: 0
Spin multiplicity: 1
HOMO level in eV: -8.70
SMILES: S=CN(S)CCS
M in g mol⁻¹: 153.30
Frontier orbital gap in Eh: 0.337



# C27H27NO5

A molecular structure, C27H27NO5 in a non-equilibrium geometry (ωB97M-V with the def2-TZVPD basis set, the Open Molecules 2025 dataset).

Geometry as XYZ:
```
60
C27H27NO5 ωB97M-V with the def2-TZVPD basis set
C -2.401 -4.366 0.795
H -1.387 -4.872 0.379
H -2.320 -4.303 1.770
H -3.246 -4.953 0.293
C -2.437 -3.109 0.044
C -3.764 -2.229 0.566
C -4.797 -2.742 1.517
C -5.860 -1.834 1.465
C -6.033 -0.583 0.916
C -4.955 -0.132 0.172
C -3.930 -0.680 -0.049
N -2.939 -0.302 -1.010
C -2.963 -0.182 -2.299
O -3.986 0.017 -2.790
C -1.708 0.536 -2.947
H -2.049 1.403 -3.276
H -1.234 -0.364 -3.432
O -0.716 0.823 -1.805
C -0.801 2.070 -1.182
O -1.954 2.652 -1.058
C 0.176 2.252 -0.297
C 1.320 1.684 -0.151
C 2.480 2.016 0.609
C 2.229 2.940 1.692
C 1.081 3.726 1.377
C 0.130 3.269 0.749
H -0.892 3.571 0.812
H 0.989 4.484 2.336
H 3.026 3.116 2.290
C 3.814 1.173 0.507
C 4.497 0.932 1.522
C 5.669 0.150 1.333
C 6.264 -0.043 0.223
C 5.528 0.182 -0.962
C 4.296 0.879 -0.811
H 3.849 1.464 -1.668
H 5.992 0.125 -2.088
O 7.482 -0.664 0.437
C 7.787 -1.557 -0.745
O 6.939 -1.894 -1.502
C 9.321 -2.099 -0.427
H 9.293 -2.843 -0.934
H 9.789 -1.260 -0.904
H 9.403 -2.341 0.490
H 6.144 -0.074 2.263
H 4.226 0.939 2.539
H 1.645 0.709 -1.008
H -1.763 -0.595 -0.498
C -5.083 1.373 -0.534
C -6.201 2.292 0.333
H -7.077 1.959 0.117
H -5.814 2.326 1.294
H -5.787 3.284 -0.241
H -4.052 1.659 -0.360
H -5.310 1.095 -1.355
H -6.825 0.064 1.424
H -6.639 -2.301 2.163
H -4.696 -3.577 1.869
H -2.308 -2.850 -0.870
H -1.449 -2.418 0.907
```

## Properties
Lowest unoccupied orbital energy in Ha: -0.0218
Charge: 0
Spin multiplicity: 1
HOMO level in eV: -8.05
M in g mol⁻¹: 445.51
Frontier orbital gap in Eh: 0.274



# C5H7NO2

C5H7NO2 in the gas phase in a non-equilibrium geometry (ωB97M-V with the def2-TZVPD basis set, the Open Molecules 2025 dataset).

Geometry as XYZ:
```
15
C5H7NO2 ωB97M-V with the def2-TZVPD basis set
C -2.357 -0.921 -0.740
C -1.208 -0.894 -0.315
C 0.039 -0.537 0.163
N 0.772 -1.285 1.038
C 0.881 0.353 -0.800
O 2.206 0.017 -0.754
C 0.072 1.027 0.322
O -1.006 2.021 0.354
H -3.493 -1.102 -0.547
H 0.793 -0.921 2.039
H 1.647 -1.649 0.417
H 0.213 0.483 -1.758
H 2.655 0.933 -0.881
H 0.579 1.131 1.246
H -1.791 1.344 0.217
```

## Properties
Lowest unoccupied orbital energy in Ha: 0.0203
Charge: 0
Spin multiplicity: 1
HOMO level in eV: -9.14
SMILES: C#CC1(N)[C@H](O)[C@H]1O
M in g mol⁻¹: 113.12
Frontier orbital gap in Eh: 0.356



# C29H32ClN2O3PS2Ti

A molecular structure, C29H32ClN2O3PS2Ti in a non-equilibrium geometry (ωB97M-V with the def2-TZVPD basis set, the Open Molecules 2025 dataset).

Geometry as XYZ:
```
71
C29H32ClN2O3PS2Ti ωB97M-V with the def2-TZVPD basis set
Ti 0.441 0.290 -1.024
Cl -6.403 2.284 -2.414
C -4.705 2.059 -2.151
C -3.897 3.180 -1.899
C -2.543 3.046 -1.700
C -1.979 1.772 -1.743
O -0.679 1.571 -1.589
C -2.779 0.649 -1.958
C -2.225 -0.672 -1.941
N -1.010 -0.984 -1.628
C -0.549 -2.353 -1.763
C -1.164 -3.330 -2.484
C -0.603 -4.624 -2.590
C 0.584 -4.911 -1.989
C 1.269 -3.902 -1.269
C 2.529 -4.114 -0.650
C 3.152 -3.085 -0.019
C 2.538 -1.819 -0.011
N 1.360 -1.586 -0.546
C 0.706 -2.626 -1.163
C -4.160 0.809 -2.182
H -4.356 4.160 -1.863
H -1.911 3.903 -1.508
H -2.913 -1.481 -2.179
H -2.095 -3.133 -3.000
H -1.123 -5.378 -3.165
H 1.024 -5.898 -2.071
H 2.983 -5.099 -0.691
H 4.109 -3.207 0.472
H 3.015 -0.978 0.478
H -4.789 -0.054 -2.366
C 2.575 3.368 -1.440
C 2.205 2.238 -2.361
C 2.635 0.925 -2.105
C 2.298 -0.126 -2.974
C 1.475 0.118 -4.062
C 1.063 1.425 -4.329
C 1.439 2.466 -3.503
H 2.445 4.329 -1.934
H 3.610 3.283 -1.109
H 1.950 3.358 -0.546
H 3.354 0.768 -1.308
H 2.748 -1.099 -2.834
H 1.219 -0.685 -4.741
H 0.453 1.625 -5.201
H 1.119 3.477 -3.726
C -1.368 -1.527 2.449
C -0.227 -1.489 3.439
C 0.912 -2.412 3.071
O 0.215 -0.117 3.663
P 1.135 0.868 2.840
S 2.973 0.342 2.616
S 0.118 1.340 1.104
O 1.027 2.162 3.730
C -0.094 2.752 4.470
C -1.418 2.682 3.742
C -0.143 2.118 5.843
H -1.775 -2.541 2.429
H -1.030 -1.266 1.447
H -2.166 -0.839 2.735
H -0.607 -1.766 4.421
H 1.229 -2.256 2.037
H 0.570 -3.444 3.176
H 1.776 -2.259 3.716
H 0.214 3.790 4.559
H -1.748 1.650 3.611
H -1.368 3.158 2.764
H -2.165 3.203 4.345
H -0.487 1.086 5.782
H -0.832 2.678 6.479
H 0.843 2.129 6.308
```

## Properties
Lowest unoccupied orbital energy (alpha / beta) in Ha: -0.1451 / -0.1447
Charge: +1
Spin multiplicity: 2
<S²>: 0.758
HOMO level (alpha / beta) in eV: -10.44 / -10.57
M in g mol⁻¹: 635.01
Frontier orbital gap (alpha / beta) in Eh: 0.239 / 0.244



# C19H33Br2N2O6S2

A molecular structure, C19H33Br2N2O6S2 (ωB97M-V with the def2-TZVPD basis set, the Open Molecules 2025 dataset).

Geometry as XYZ:
```
64
C19H33Br2N2O6S2 ωB97M-V with the def2-TZVPD basis set
C -4.249 1.119 2.771
C -4.560 0.467 1.429
Br -6.346 -0.312 1.515
C -3.525 -0.524 0.880
Br -1.879 0.460 0.597
S -3.308 -2.073 1.848
O -3.325 -1.667 3.232
O -4.401 -2.867 1.340
N -1.946 -2.680 1.348
S -0.662 -2.833 2.297
O -0.811 -3.862 3.303
O -0.107 -1.569 2.744
C 0.453 -3.464 1.061
C 0.827 -2.399 0.027
C 2.122 -1.636 0.360
C 3.188 -1.634 -0.734
N 2.678 -1.355 -2.068
C 3.182 -1.889 -3.215
C 2.507 -1.358 -4.275
C 1.541 -0.462 -3.745
C 1.675 -0.486 -2.390
H -3.185 1.330 2.857
H -4.542 0.474 3.595
H -4.798 2.060 2.841
H -4.666 1.239 0.668
H -3.815 -0.851 -0.116
H 1.315 -3.847 1.613
H -0.056 -4.305 0.592
H 0.884 -2.856 -0.963
H 0.005 -1.686 -0.024
H 2.583 -2.100 1.236
H 1.900 -0.612 0.664
H 3.960 -0.893 -0.503
H 3.692 -2.601 -0.783
H 3.997 -2.597 -3.212
H 2.664 -1.584 -5.319
H 0.810 0.121 -4.284
H 1.125 0.034 -1.622
C -6.199 6.284 2.197
C -7.434 5.604 1.606
C -6.803 4.469 0.807
O -5.614 4.109 1.505
C -5.307 5.085 2.497
H -6.409 6.882 3.083
H -5.730 6.930 1.451
H -8.060 5.202 2.405
H -8.045 6.262 0.989
H -6.539 4.796 -0.205
H -7.442 3.589 0.730
H -5.523 4.670 3.488
H -4.242 5.314 2.445
C 7.912 -0.583 -2.634
C 8.582 -1.794 -1.986
C 7.417 -2.408 -1.218
O 6.244 -2.113 -1.973
C 6.535 -1.138 -2.977
H 8.441 -0.205 -3.508
H 7.824 0.230 -1.910
H 8.936 -2.485 -2.754
H 9.422 -1.540 -1.341
H 7.323 -1.965 -0.221
H 7.499 -3.490 -1.107
H 6.536 -1.627 -3.957
H 5.751 -0.381 -2.976
```

## Properties
Lowest unoccupied orbital energy in Ha: 0.0835
Charge: -1
Spin multiplicity: 1
HOMO level in eV: -5.78
M in g mol⁻¹: 609.42
Frontier orbital gap in Eh: 0.296



# C21H32Br2N2O5P2

2 unconnected molecules or ions with the total composition C21H32Br2N2O5P2 (ωB97M-V with the def2-TZVPD basis set, the Open Molecules 2025 dataset).

Geometry as XYZ:
```
64
C21H32Br2N2O5P2 ωB97M-V with the def2-TZVPD basis set
C 3.987 -2.676 3.200
C 3.510 -1.686 4.245
O 2.518 -0.798 3.737
C 2.994 0.359 3.106
C 1.986 1.467 3.296
O 0.782 1.210 2.579
C -0.273 0.605 3.330
C -1.594 1.222 2.948
O -2.000 0.874 1.625
C -2.629 -0.398 1.518
P -4.500 -0.280 1.466
C -4.740 -2.068 0.984
C -6.135 -2.575 1.259
O -7.132 -1.983 1.062
Br -6.169 -4.404 1.917
P -4.863 -0.171 3.638
O -6.421 -0.636 3.622
Br -3.832 -2.045 4.381
H 4.621 -2.196 2.451
H 4.566 -3.472 3.672
H 3.132 -3.130 2.698
H 3.054 -2.199 5.092
H 4.354 -1.105 4.634
H 3.962 0.680 3.514
H 3.135 0.184 2.025
H 1.772 1.577 4.363
H 2.405 2.412 2.938
H -0.276 -0.471 3.127
H -0.110 0.729 4.403
H -1.505 2.311 2.958
H -2.358 0.954 3.684
H -2.291 -1.084 2.300
H -2.347 -0.829 0.552
H -3.989 -2.708 1.444
H -4.618 -2.118 -0.103
H -6.896 -0.335 4.409
C 2.593 -1.429 -7.752
N 2.128 -0.722 -6.533
C 0.819 -0.753 -6.225
C 0.343 -0.125 -5.099
C 1.231 0.549 -4.262
C 2.579 0.570 -4.604
C 3.000 -0.072 -5.748
C 0.750 1.230 -3.030
C 1.304 0.930 -1.791
C 0.846 1.586 -0.666
N -0.118 2.512 -0.763
C -0.682 2.804 -1.945
C -0.269 2.179 -3.097
C -0.580 3.200 0.466
H 2.054 -1.040 -8.612
H 2.402 -2.493 -7.634
H 3.657 -1.255 -7.875
H 0.177 -1.296 -6.904
H -0.714 -0.177 -4.878
H 3.308 1.094 -4.001
H 4.034 -0.079 -6.061
H 2.074 0.179 -1.680
H 1.205 1.372 0.335
H -1.463 3.553 -1.933
H -0.734 2.448 -4.036
H -1.629 2.954 0.616
H -0.432 4.272 0.360
H 0.015 2.794 1.279
```

## Properties
Lowest unoccupied orbital energy in Ha: -0.2742
Charge: +2
Spin multiplicity: 1
HOMO level in eV: -12.55
M in g mol⁻¹: 614.25
Frontier orbital gap in Eh: 0.187



# C3H4N2

2 unconnected molecules or ions with the total composition C3H4N2 (ωB97M-V with the def2-TZVPD basis set, the Open Molecules 2025 dataset).

Geometry as XYZ:
```
9
C3H4N2 ωB97M-V with the def2-TZVPD basis set
C -1.367 0.581 -0.194
C -1.251 -0.840 0.003
N -1.157 -1.966 0.169
H -2.025 1.007 0.563
H -1.771 0.784 -1.184
H -0.382 1.032 -0.112
C 2.672 -0.211 0.269
N 1.815 -0.300 -0.473
H 3.464 -0.087 0.959
```

## Properties
Lowest unoccupied orbital energy in Ha: 0.0328
Charge: 0
Spin multiplicity: 1
HOMO level in eV: -11.40
SMILES: CC#N.C#N
M in g mol⁻¹: 68.08
Frontier orbital gap in Eh: 0.452



# C4H12

2 unconnected molecules or ions with the total composition C4H12 in a non-equilibrium geometry (ωB97M-V with the def2-TZVPD basis set, the Open Molecules 2025 dataset).

Geometry as XYZ:
```
16
C4H12 ωB97M-V with the def2-TZVPD basis set
C -1.601 -0.233 0.141
C -1.903 -0.456 -1.338
H -0.989 -1.091 0.476
H -1.019 0.594 0.485
H -2.457 -0.369 0.807
H -2.701 -1.193 -1.471
H -1.043 -0.924 -1.835
H -2.170 0.540 -1.700
C 1.478 0.282 1.301
C 1.959 0.557 -0.187
H 0.412 0.248 1.394
H 1.751 -0.730 1.561
H 2.063 0.973 1.912
H 2.671 1.364 -0.112
H 1.199 0.824 -0.925
H 2.351 -0.385 -0.508
```

## Properties
Lowest unoccupied orbital energy in Ha: 0.0433
Charge: 0
Spin multiplicity: 1
HOMO level in eV: -11.42
SMILES: CC.CC
M in g mol⁻¹: 60.14
Frontier orbital gap in Eh: 0.463



# C18H36MgN2O8S2

A molecular structure, C18H36MgN2O8S2 in a non-equilibrium geometry (ωB97M-V with the def2-TZVPD basis set, the Open Molecules 2025 dataset).

Geometry as XYZ:
```
67
C18H36MgN2O8S2 ωB97M-V with the def2-TZVPD basis set
Mg 18.354 15.047 7.143
C 19.412 14.305 5.451
O 19.670 13.613 6.514
O 19.653 15.574 5.620
O 18.112 14.259 5.311
C 22.097 17.994 5.068
C 21.927 18.420 6.452
N 21.767 18.757 7.536
H 22.956 17.356 4.859
H 22.307 18.863 4.440
H 21.244 17.477 4.633
C 21.873 15.482 2.588
C 23.278 15.664 2.909
N 24.388 15.808 3.157
H 21.450 16.137 1.831
H 21.261 15.576 3.490
H 21.733 14.444 2.283
C 15.696 17.146 4.826
S 15.728 16.972 6.634
O 17.068 16.401 6.984
C 15.673 18.753 7.010
H 14.920 17.780 4.399
H 15.712 16.166 4.355
H 16.619 17.666 4.555
H 15.464 18.980 8.053
H 14.861 19.160 6.409
H 16.635 19.174 6.718
C 17.232 11.130 7.743
S 16.785 12.529 8.800
O 17.103 13.803 8.037
C 18.009 12.278 10.133
H 17.292 10.238 8.364
H 18.176 11.375 7.252
H 16.439 11.040 7.004
H 19.034 12.020 9.881
H 17.596 11.626 10.903
H 17.980 13.247 10.639
C 17.686 11.586 3.443
C 17.795 12.437 2.250
O 16.857 12.719 1.541
C 19.251 12.879 1.965
H 17.721 12.219 4.340
H 18.614 11.022 3.504
H 16.733 11.074 3.554
H 19.511 13.516 1.120
H 19.722 11.906 1.802
H 19.696 13.417 2.803
C 20.713 10.459 5.404
C 21.801 10.042 4.458
O 22.944 10.419 4.581
C 21.420 9.012 3.419
H 21.084 11.127 6.181
H 20.208 9.628 5.896
H 20.020 11.069 4.823
H 22.374 8.653 3.039
H 20.855 9.603 2.692
H 20.799 8.212 3.814
C 14.600 13.072 5.219
C 13.442 13.791 5.841
O 13.409 14.120 7.004
C 12.256 14.133 4.930
H 14.655 12.014 5.458
H 15.483 13.594 5.611
H 14.824 13.312 4.177
H 11.997 15.162 5.186
H 11.361 13.537 5.101
H 12.606 14.066 3.902
```

## Properties
Lowest unoccupied orbital energy in Ha: -0.0028
Charge: 0
Spin multiplicity: 1
HOMO level in eV: -7.22
M in g mol⁻¹: 496.93
Frontier orbital gap in Eh: 0.262